A:
11
Properties=species:S:1:pos:R:3 method="wB97M-V/def2-TZVPD" orbital_gap_ev=8.1 spin_multiplicity=1 total_charge=0 smiles="CNC(=S)C=O"
S -2.699 0.136 -0.003
O 0.874 1.530 -0.165
N -0.409 -0.793 -0.254
C -0.329 1.639 0.005
C -1.108 0.273 -0.190
C 1.151 -0.906 0.082
H 1.484 -0.004 0.779
H 1.615 -0.827 -0.904
H 1.434 -1.957 0.705
H -1.012 -1.549 -0.329
H -1.001 2.457 0.273

B:
11
Properties=species:S:1:pos:R:3 method="wB97M-V/def2-TZVPD" orbital_gap_ev=7.9 spin_multiplicity=1 total_charge=0
S 2.328 -0.082 -0.476
O -1.876 -0.269 -0.702
N 0.601 -0.329 0.156
C -0.127 0.735 0.516
C -0.086 -1.400 -0.043
C -1.398 0.776 -0.165
H 0.505 1.480 0.947
H -1.758 1.773 -0.390
H 2.374 1.064 0.222
H -0.730 -1.666 0.786
H 0.167 -2.081 -0.851

The most stable of them is A.

A:
11
Properties=species:S:1:pos:R:3 method="wB97M-V/def2-TZVPD" orbital_gap_ev=7.3 spin_multiplicity=1 total_charge=0
S -3.235 0.122 -0.123
O 1.015 1.511 -0.021
N 1.913 -0.605 -0.001
C -1.623 0.512 0.054
C 0.816 0.336 -0.039
C -0.438 -0.295 0.518
H 1.173 -1.518 -1.335
H 2.350 -0.133 -1.046
H -0.190 -0.114 1.587
H -0.610 -1.310 0.403
H -1.171 1.495 0.002

B:
11
Properties=species:S:1:pos:R:3 method="wB97M-V/def2-TZVPD" orbital_gap_ev=9.6 spin_multiplicity=1 total_charge=0 smiles="C=NSC(C)=O"
S -0.555 -1.212 -0.260
O 0.387 1.255 -0.232
N -2.073 -0.713 0.042
C 2.084 -0.456 0.078
C -2.549 0.446 0.005
C 0.678 0.067 -0.179
H 2.266 -1.598 0.505
H 2.770 -0.173 -0.758
H 2.510 0.302 0.869
H -1.949 1.390 -0.495
H -3.571 0.693 0.426

C:
11
Properties=species:S:1:pos:R:3 method="wB97M-V/def2-TZVPD" orbital_gap_ev="8.8 / 6.3" spin_multiplicity=1 total_charge=0
S 1.351 -1.097 -2.229
O -0.999 -1.027 0.047
N 0.230 -1.473 0.413
C 0.150 0.753 0.878
C -1.084 0.344 0.218
C 0.927 -0.383 0.893
H -1.328 0.904 -0.857
H 0.253 1.866 1.205
H 1.918 -0.400 1.228
H -2.017 0.555 0.648
H 0.600 -0.042 -2.444

The most stable of them is B.

A:
11
Properties=species:S:1:pos:R:3 method="wB97M-V/def2-TZVPD" orbital_gap_ev=8.0 spin_multiplicity=1 total_charge=0 smiles="CC(=S)C(N)=O"
S 2.017 -0.962 -0.399
O -1.555 0.297 -0.672
N -0.964 -1.705 -0.054
C 0.709 1.586 0.065
C 0.816 0.132 -0.154
C -0.671 -0.411 -0.367
H 1.742 2.062 -0.380
H -0.423 -2.504 0.743
H -0.165 1.881 -0.545
H -1.988 -1.913 0.488
H 0.482 1.538 1.276

B:
11
Properties=species:S:1:pos:R:3 method="wB97M-V/def2-TZVPD" orbital_gap_ev=9.3 spin_multiplicity=1 total_charge=0 smiles="C1=NSCCO1"
S -1.311 0.838 1.101
O 0.847 0.239 -1.100
N -0.241 1.860 0.265
C 0.046 -0.848 -0.543
C 0.553 1.467 -0.613
C -0.357 -0.715 0.883
H -0.880 -0.966 -1.101
H 1.309 2.154 -0.947
H 0.592 -1.771 -0.651
H -1.072 -1.532 1.123
H 0.515 -0.727 1.584

C:
11
Properties=species:S:1:pos:R:3 method="wB97M-V/def2-TZVPD" orbital_gap_ev=7.9 spin_multiplicity=1 total_charge=0 smiles="O/C=[NH+]/[S-].C#C"
S 2.732 0.730 -0.015
O -0.260 -1.944 0.185
N 1.577 -0.505 -0.219
C -2.112 1.117 -0.093
C -1.258 1.895 0.125
C 0.539 -0.888 0.426
H -0.082 -2.098 -0.767
H -3.021 0.629 -0.151
H 1.765 -1.040 -1.004
H -0.354 2.412 0.202
H 0.474 -0.309 1.309

The most stable of them is B.